# 1
{"formula": "C5H8S2", "method": "wB97M-V/def2-TZVPD", "homo_ev": -8.59, "spin_multiplicity": 1, "orbital_gap_ev": 9.378, "lumo_ha": 0.029, "largest_force_ev_per_a": 2.15, "species": ["C", "C", "C", "C", "C", "H", "H", "H", "H", "H", "H", "H", "H", "S", "S"], "positions_angstrom": [[-0.9720, -0.0385, 0.3255], [-0.2980, 0.6786, -0.8965], [1.0752, 0.9824, -0.3096], [1.3429, -0.4018, 0.4209], [0.0263, -1.1514, 0.1131], [-3.2271, 0.1426, 0.7801], [-1.0001, 0.5099, 1.2695], [-0.8053, 1.4898, -1.4315], [1.8576, 1.1276, -1.0195], [1.2579, 1.7692, 0.4167], [1.4644, -0.3280, 1.5312], [2.2156, -0.9631, -0.0003], [-0.2332, -2.1461, 0.5489], [-2.5834, -0.6804, -0.0567], [-0.1209, -0.9907, -1.6918]], "mulliken_charge": [-0.32, -0.18, -0.70, -0.61, -0.34, 0.11, 0.32, 0.45, 0.31, 0.29, 0.29, 0.28, 0.46, -0.19, -0.19]}

# 2
{"formula": "C5H6O", "method": "wB97M-V/def2-TZVPD", "homo_ev": -9.08, "spin_multiplicity": 1, "orbital_gap_ev": 8.947, "lumo_ha": -0.005, "largest_force_ev_per_a": 0.64, "species": ["C", "C", "C", "O", "C", "C", "H", "H", "H", "H", "H", "H"], "positions_angstrom": [[0.9920, -0.2693, -0.4887], [0.5252, 1.1641, -0.3955], [-0.7312, 1.2377, 0.0912], [-1.1289, -1.6105, -0.1377], [0.0020, -0.9692, 0.4475], [-1.0555, 0.0052, 0.8180], [2.0263, -0.4522, -0.1837], [0.8968, -0.6073, -1.5315], [1.1390, 2.0185, -0.6803], [-1.3391, 2.1385, 0.1025], [0.4755, -1.5308, 1.2516], [-1.8021, -1.1245, 0.7066]], "mulliken_charge": [-0.69, -0.20, -0.48, -0.47, 0.40, -0.60, 0.29, 0.24, 0.36, 0.39, 0.33, 0.44]}

# 3
{"formula": "C11H11N", "method": "wB97M-V/def2-TZVPD", "homo_ev": -8.26, "spin_multiplicity": 1, "orbital_gap_ev": 8.771, "lumo_ha": 0.019, "largest_force_ev_per_a": 7.80, "species": ["C", "C", "C", "C", "C", "C", "C", "C", "C", "C", "C", "H", "H", "H", "H", "H", "H", "H", "H", "H", "H", "H", "N"], "positions_angstrom": [[-0.0127, -1.7892, -0.3772], [-0.5846, -2.9117, 0.2991], [-1.8032, -2.6735, 0.9262], [-2.4308, -1.4335, 0.9769], [-1.8169, -0.3343, 0.4224], [-0.6303, -0.4673, -0.1900], [2.4553, 1.4448, -1.1339], [1.7545, 0.5739, -0.3793], [0.6251, 1.0143, 0.2890], [0.4003, 2.4156, 0.2077], [1.2444, 3.2173, -0.5328], [0.9012, -2.0783, -0.8828], [-0.0652, -3.7971, 0.2852], [-2.3259, -3.4815, 1.5328], [-3.3496, -1.3489, 1.5432], [-2.5011, 0.5204, 0.2585], [-0.1412, 0.2983, -0.7625], [3.3759, 1.0261, -1.6370], [2.0898, -0.5062, -0.4191], [-0.0055, 0.3090, 0.8453], [-0.5088, 2.9223, 0.6288], [1.1110, 4.3054, -0.6118], [2.2182, 2.7744, -1.2888]], "mulliken_charge": [-0.64, -0.79, -0.32, -0.52, -0.31, 0.38, -0.25, -0.41, 0.44, -0.65, -0.14, 0.41, 0.51, 0.23, 0.38, 0.32, 0.39, 0.28, 0.33, 0.38, 0.27, 0.36, -0.65]}

# 4
{"formula": "C4H12N3O", "method": "wB97M-V/def2-TZVPD", "total_charge": 2, "homo_ev": [-17.78, -17.78], "spin_multiplicity": 2, "orbital_gap_ev": [10.723, 5.424], "s2": 0.778, "lumo_ha": [-0.259, -0.454], "largest_force_ev_per_a": 1.61, "species": ["C", "N", "C", "O", "H", "H", "H", "H", "H", "C", "N", "C", "N", "H", "H", "H", "H", "H", "H", "H"], "positions_angstrom": [[2.2445, 1.9943, -0.7108], [2.7750, 1.3537, -1.8123], [2.1560, 0.2210, -2.4395], [1.3077, 1.5552, -0.0738], [2.6908, 2.9748, -0.5064], [3.4543, 1.8813, -2.3688], [1.8874, -0.5081, -1.6785], [2.8466, -0.2279, -3.1504], [1.2447, 0.5271, -2.9690], [-0.9169, 0.0480, 0.5666], [-2.1444, -0.6573, 0.9990], [-2.1201, -1.8477, 1.5441], [-3.1560, -2.4450, 2.0747], [-1.1121, 1.1079, 0.6690], [-0.6685, -0.2171, -0.4564], [-0.1166, -0.2234, 1.2473], [-3.0207, -0.1537, 0.9537], [-1.2119, -2.4372, 1.4451], [-4.0223, -1.9497, 2.2376], [-3.1211, -3.4055, 2.3840]], "mulliken_spin": [-0.13, 0.67, 0.03, 0.37, 0.00, -0.03, 0.03, 0.01, 0.06, 0.00, 0.00, 0.00, 0.00, 0.00, 0.00, 0.00, 0.00, 0.00, 0.00, 0.00]}

# 5
{"formula": "C19H43HoO2P3S", "method": "wB97M-V/def2-TZVPD", "total_charge": 3, "homo_ev": [-16.92, -16.92], "spin_multiplicity": 5, "orbital_gap_ev": [7.546, 7.736], "s2": 6.004, "lumo_ha": [-0.344, -0.337], "largest_force_ev_per_a": 2.86, "species": ["Ho", "P", "P", "P", "H", "C", "C", "H", "C", "C", "C", "C", "C", "C", "C", "C", "C", "H", "H", "H", "H", "H", "H", "H", "H", "H", "H", "H", "H", "H", "H", "H", "H", "H", "H", "H", "H", "H", "H", "H", "H", "H", "H", "H", "H", "H", "C", "C", "C", "C", "C", "C", "O", "H", "H", "H", "H", "H", "H", "C", "S", "C", "O", "H", "H", "H", "H", "H", "H"], "positions_angstrom": [[-0.0399, 0.1345, 0.0906], [0.6514, -2.3402, -0.7127], [2.7116, 0.0721, 1.3452], [-2.7783, 0.5422, -0.0291], [1.7871, 3.1284, 0.2290], [0.7448, 3.4085, 0.4615], [0.2219, 3.3194, 1.6987], [0.7656, 2.8550, 2.5397], [1.5631, -2.3097, -2.2862], [1.4939, -3.5447, 0.3985], [-0.8525, -3.3829, -0.8941], [3.2188, 1.5522, 2.3150], [3.2714, -1.1823, 2.5841], [4.1302, -0.0115, 0.1828], [-3.3905, 2.1031, 0.7211], [-3.8861, -0.5477, 0.9304], [-3.4128, 0.4877, -1.7472], [0.1304, 3.7204, -0.4038], [-0.8162, 3.6369, 1.9169], [1.7388, -3.3342, -2.6435], [2.5324, -1.8158, -2.1571], [1.0350, -1.7548, -3.0622], [1.4255, -4.5770, 0.0085], [0.9740, -3.5133, 1.3659], [2.5367, -3.2555, 0.5780], [-0.6114, -4.3519, -1.3585], [-1.6062, -2.8420, -1.4769], [-1.2725, -3.5519, 0.1077], [4.3042, 1.7000, 2.2071], [2.9879, 1.3925, 3.3778], [2.6876, 2.4437, 1.9632], [4.3723, -1.2021, 2.5983], [2.9036, -2.1845, 2.3362], [2.9080, -0.9070, 3.5837], [5.0729, -0.0301, 0.7476], [4.1154, 0.8727, -0.4663], [4.0537, -0.9151, -0.4354], [-4.2519, 2.4762, 0.1452], [-2.5770, 2.8456, 0.7540], [-3.7098, 1.8960, 1.7558], [-4.9144, -0.4799, 0.5453], [-3.8684, -0.2101, 1.9757], [-3.5214, -1.5814, 0.9026], [-4.4618, 0.8163, -1.8176], [-3.3162, -0.5525, -2.0988], [-2.7862, 1.1175, -2.3973], [0.0101, 1.4552, -3.2973], [0.7594, 0.8132, -4.2846], [0.3751, 0.9791, -5.6126], [-0.6021, 1.9290, -5.9308], [-1.2624, 2.6323, -4.9268], [-0.8863, 2.4762, -3.5772], [0.1722, 0.8729, -1.9900], [0.6336, -0.0256, -2.1570], [1.6104, 0.1814, -4.0226], [0.8698, 0.3978, -6.3923], [-0.8515, 2.0952, -6.9825], [-2.0156, 3.3647, -5.1979], [-1.2859, 3.1506, -2.8297], [-1.3646, 0.0427, 4.8084], [-0.1626, -0.5878, 3.6005], [-0.6416, -2.3179, 3.7418], [-0.6600, -0.1168, 2.1618], [-1.0657, -0.2550, 5.8219], [-2.3388, -0.4066, 4.5737], [-1.3758, 1.1388, 4.7487], [-1.6737, -2.3720, 4.0993], [-0.5196, -2.8097, 2.7752], [0.0107, -2.7807, 4.4908]], "mulliken_spin": [4.07, -0.01, -0.01, -0.01, 0.00, 0.00, 0.00, 0.00, 0.00, 0.00, 0.00, 0.00, 0.00, 0.00, 0.00, 0.00, 0.00, 0.00, 0.00, 0.00, 0.00, 0.00, 0.00, 0.00, 0.00, 0.00, 0.00, 0.00, 0.00, 0.00, 0.00, 0.00, 0.00, 0.00, 0.00, 0.00, 0.00, 0.00, 0.00, 0.00, 0.00, 0.00, 0.00, 0.00, 0.00, 0.00, 0.00, 0.00, 0.00, 0.00, 0.00, 0.00, -0.01, 0.00, 0.00, 0.00, 0.00, 0.00, 0.00, 0.00, 0.00, 0.00, -0.02, 0.00, 0.00, 0.00, 0.00, 0.00, 0.00]}

# 6
{"formula": "C18H26KO10S3", "method": "wB97M-V/def2-TZVPD", "total_charge": -1, "homo_ev": -3.43, "spin_multiplicity": 1, "orbital_gap_ev": 5.339, "lumo_ha": 0.070, "largest_force_ev_per_a": 1.71, "species": ["K", "C", "C", "C", "O", "C", "C", "C", "O", "O", "O", "H", "H", "C", "C", "C", "S", "O", "O", "C", "H", "H", "H", "H", "H", "H", "H", "H", "C", "C", "C", "S", "O", "O", "C", "H", "H", "H", "H", "H", "H", "H", "H", "C", "C", "C", "S", "O", "O", "C", "H", "H", "H", "H", "H", "H", "H", "H"], "positions_angstrom": [[-0.4056, -1.8311, -1.3453], [-2.5479, 1.0434, 1.3765], [-2.1206, 0.7128, 0.0953], [-0.8569, 1.4231, -0.4845], [-0.2811, 0.8480, -1.4517], [-0.4457, 2.5796, 0.1617], [-0.9234, 2.9815, 1.4547], [-1.9564, 2.0855, 2.1503], [-2.2052, 2.2928, 3.3339], [-0.6199, 4.0316, 1.9740], [-2.4910, -0.3290, -0.5051], [-3.1565, 0.2609, 1.8170], [0.3301, 3.1854, -0.3039], [4.5115, 1.3373, 0.2043], [4.9557, 0.2552, 1.1922], [3.9010, -0.8522, 1.2243], [2.3613, -0.1263, 0.6363], [1.4105, -0.0725, 1.6959], [2.0412, -0.7501, -0.6112], [2.9881, 1.4872, 0.2581], [4.8670, 1.1947, -0.8205], [4.9562, 2.3073, 0.4489], [5.0757, 0.6544, 2.1978], [5.8928, -0.2154, 0.8932], [3.7048, -1.2700, 2.2095], [4.0685, -1.6736, 0.5303], [2.7170, 2.1880, 1.0488], [2.4953, 1.8426, -0.6426], [-2.4417, -2.5063, 2.9871], [-2.1804, -3.8948, 3.5907], [-0.8526, -4.3993, 3.0452], [0.1245, -2.9340, 2.6535], [0.3572, -2.9717, 1.2315], [1.2546, -2.7969, 3.5228], [-1.1434, -1.7438, 3.0157], [-3.2422, -1.9934, 3.5171], [-2.8231, -2.6042, 1.9635], [-2.9547, -4.6209, 3.3450], [-2.1529, -3.8465, 4.6844], [-1.0913, -4.8523, 2.0844], [-0.2302, -5.0440, 3.6570], [-1.0394, -0.9110, 2.3327], [-0.9806, -1.3214, 4.0105], [-1.8994, 2.5047, -4.3481], [-0.4001, 2.3916, -4.0764], [0.0200, 0.9697, -4.4537], [-1.4616, -0.0084, -4.6594], [-1.4530, -1.1745, -3.8048], [-1.7934, -0.1869, -6.0448], [-2.5517, 1.2079, -3.9329], [-2.1700, 2.7903, -5.3708], [-2.3511, 3.3399, -3.7960], [-0.1924, 2.5292, -3.0220], [0.1404, 3.0733, -4.7323], [0.5578, 0.4962, -3.6314], [0.6907, 0.8597, -5.3067], [-2.4628, 1.0160, -2.8601], [-3.5435, 1.0406, -4.3402]], "mulliken_charge": [1.02, -1.13, 0.36, 0.95, -0.68, -0.73, 0.10, 0.74, -0.74, -0.70, -0.87, 0.35, 0.38, -0.66, -0.53, -0.89, 1.47, -0.67, -0.78, -0.47, 0.28, 0.37, 0.30, 0.29, 0.35, 0.39, 0.41, 0.08, -0.63, -0.79, -0.78, 1.22, -0.63, -0.72, 0.26, 0.48, 0.23, 0.39, 0.27, 0.32, 0.40, -0.42, 0.36, -0.79, -0.13, -0.39, 1.00, -0.62, -0.68, -0.30, 0.33, 0.38, -0.18, 0.41, 0.05, 0.52, -0.10, 0.54]}